The following is a DFT calculation (ωB97M-V/def2-TZVPD) of a cluster of 10 separate species, C57H142N10O in total at a distorted geometry.

Last columns: bonded neighbours and bond lengths (Å).
CARTESIAN COORDINATES (ANGSTROEM)
1 C 4.12499 3.31732 1.30931  C2 1.523, H8 1.090, H9 1.090, H10 1.090
2 C 5.61708 3.05760 1.47120  C1 1.523, N3 1.453, H11 1.090, H12 1.090
3 N 6.38167 3.76468 0.45760  C2 1.453, C4 1.501, C6 1.455
4 C 6.06335 3.46793 -0.97933  N3 1.501, C5 1.546, H13 1.090, H14 1.090
5 C 6.84285 4.37439 -1.95896  C4 1.546, H15 1.090, H16 1.090, H17 1.090
6 C 7.80155 3.93186 0.72897  N3 1.455, C7 1.540, H18 1.090, H19 1.090
7 C 8.54612 2.58708 0.82778  C6 1.540, H20 1.090, H21 1.090, H22 1.090
8 H 3.94420 4.32895 0.94595  C1 1.090
9 H 3.53846 3.16676 2.21563  C1 1.090
10 H 3.64526 2.68657 0.56090  C1 1.090
11 H 5.91164 3.37340 2.47200  C2 1.090
12 H 5.83531 1.98968 1.46669  C2 1.090
13 H 6.28982 2.42936 -1.22055  C4 1.090
14 H 5.01643 3.67670 -1.19949  C4 1.090
15 H 6.46899 4.24715 -2.97490  C5 1.090
16 H 6.66893 5.39178 -1.60857  C5 1.090
17 H 7.91736 4.21144 -2.04247  C5 1.090
18 H 7.95590 4.45911 1.67039  C6 1.090
19 H 8.19919 4.68269 0.04615  C6 1.090
20 H 9.56861 2.82935 1.11748  C7 1.090
21 H 8.48212 1.98665 -0.07968  C7 1.090
22 H 8.15945 1.98836 1.65248  C7 1.090
23 C -1.66859 1.07453 -3.30311  C24 1.491, H30 1.090, H31 1.090, H32 1.090
24 C -2.19059 2.15791 -2.42210  C23 1.491, N25 1.496, H33 1.090, H34 1.090
25 N -3.61017 2.52209 -2.72203  C24 1.496, C26 1.467, C28 1.436
26 C -3.83568 3.04314 -4.07426  N25 1.467, C27 1.557, H35 1.090, H36 1.090
27 C -2.89887 4.19163 -4.55235  C26 1.557, H37 1.090, H38 1.090, H39 1.090
28 C -4.56724 1.50220 -2.39835  N25 1.436, C29 1.563, H40 1.090, H41 1.090
29 C -4.44122 1.09979 -0.89321  C28 1.563, H42 1.090, H43 1.090, H44 1.090
30 H -2.26242 0.16079 -3.27975  C23 1.090
31 H -0.66374 0.85195 -2.94419  C23 1.090
32 H -1.43142 1.49431 -4.28067  C23 1.090
33 H -2.01763 1.78964 -1.41088  C24 1.090
34 H -1.63363 3.09452 -2.44766  C24 1.090
35 H -3.95807 2.28358 -4.84640  C26 1.090
36 H -4.78404 3.55694 -3.91702  C26 1.090
37 H -1.87826 3.80896 -4.55795  C27 1.090
38 H -3.13080 4.68750 -5.49491  C27 1.090
39 H -2.92247 4.99850 -3.81988  C27 1.090
40 H -4.45471 0.62857 -3.04039  C28 1.090
41 H -5.57218 1.89051 -2.56390  C28 1.090
42 H -4.06859 1.88504 -0.23546  C29 1.090
43 H -3.72407 0.28113 -0.83338  C29 1.090
44 H -5.39357 0.74885 -0.49574  C29 1.090
45 C -2.76987 1.08184 2.42132  C46 1.527, H52 1.090, H53 1.090, H54 1.090
46 C -3.20675 -0.33880 2.77046  C45 1.527, N47 1.480, H55 1.090, H56 1.090
47 N -2.01633 -1.21563 2.71052  C46 1.480, C48 1.487, C50 1.516
48 C -1.21789 -1.12379 3.96175  N47 1.487, C49 1.557, H57 1.090, H58 1.090
49 C 0.14171 -1.86763 3.81604  C48 1.557, H59 1.090, H60 1.090, H61 1.090
50 C -2.49031 -2.61635 2.37580  N47 1.516, C51 1.543, H62 1.090, H63 1.090
51 C -3.44692 -3.28714 3.38385  C50 1.543, H64 1.090, H65 1.090, H66 1.090
52 H -2.34773 1.01561 1.41857  C45 1.090
53 H -1.91501 1.44681 2.99063  C45 1.090
54 H -3.52061 1.86664 2.51386  C45 1.090
55 H -3.67306 -0.42440 3.75196  C46 1.090
56 H -3.97232 -0.51327 2.01445  C46 1.090
57 H -0.95820 -0.08760 4.17848  C48 1.090
58 H -1.65537 -1.67414 4.79471  C48 1.090
59 H 0.78576 -1.63152 4.66313  C49 1.090
60 H 0.00728 -2.94192 3.94225  C49 1.090
61 H 0.64431 -1.70913 2.86190  C49 1.090
62 H -1.61709 -3.26681 2.32586  C50 1.090
63 H -2.95513 -2.62754 1.38994  C50 1.090
64 H -3.62058 -4.33264 3.12912  C51 1.090
65 H -4.41260 -2.78821 3.46519  C51 1.090
66 H -3.01910 -3.38079 4.38200  C51 1.090
67 C -0.20602 -5.16542 -6.82252  C68 1.578, H74 1.090, H75 1.090, H76 1.090
68 C 0.19226 -5.92056 -5.49565  C67 1.578, N69 1.473, H77 1.090, H78 1.090
69 N -0.93915 -6.19072 -4.59149  C68 1.473, C70 1.500, C72 1.462
70 C -1.63957 -4.95673 -4.10357  N69 1.500, C71 1.541, H79 1.090, H80 1.090
71 C -0.67219 -4.00910 -3.36726  C70 1.541, H81 1.090, H82 1.090, H83 1.090
72 C -1.89147 -7.17892 -5.09647  N69 1.462, C73 1.554, H84 1.090, H85 1.090
73 C -2.70473 -7.97626 -4.03992  C72 1.554, H86 1.090, H87 1.090, H88 1.090
74 H 0.66299 -5.10496 -7.47770  C67 1.090
75 H -0.55891 -4.15727 -6.60527  C67 1.090
76 H -1.01176 -5.71690 -7.30703  C67 1.090
77 H 0.73165 -6.84363 -5.70802  C68 1.090
78 H 0.92228 -5.32219 -4.95055  C68 1.090
79 H -2.45820 -5.22142 -3.43432  C70 1.090
80 H -2.06948 -4.46694 -4.97729  C70 1.090
81 H -1.25335 -3.12513 -3.10465  C71 1.090
82 H 0.13305 -3.74680 -4.05347  C71 1.090
83 H -0.17744 -4.36122 -2.46209  C71 1.090
84 H -2.53672 -6.68452 -5.82265  C72 1.090
85 H -1.34307 -7.92082 -5.67692  C72 1.090
86 H -3.25356 -8.81335 -4.47140  C73 1.090
87 H -1.91154 -8.37466 -3.40729  C73 1.090
88 H -3.40623 -7.45377 -3.38953  C73 1.090
89 C 7.39988 1.14318 4.46804  C90 1.546, H96 1.090, H97 1.090, H98 1.090
90 C 6.57117 0.80429 5.72798  C89 1.546, N91 1.503, H99 1.090, H100 1.090
91 N 5.17487 0.32528 5.44348  C90 1.503, C92 1.476, C94 1.451
92 C 4.54022 -0.17788 6.67730  N91 1.476, C93 1.518, H101 1.090, H102 1.090
93 C 5.15794 -1.49498 7.11139  C92 1.518, H103 1.090, H104 1.090, H105 1.090
94 C 4.41063 1.29342 4.67918  N91 1.451, C95 1.537, H106 1.090, H107 1.090
95 C 3.03479 0.84596 4.16161  C94 1.537, H108 1.090, H109 1.090, H110 1.090
96 H 7.22437 0.34665 3.74496  C89 1.090
97 H 8.47934 1.18412 4.61362  C89 1.090
98 H 7.05125 2.04530 3.96530  C89 1.090
99 H 7.14766 0.00629 6.19591  C90 1.090
100 H 6.63168 1.62472 6.44306  C90 1.090
101 H 4.63091 0.52606 7.50455  C92 1.090
102 H 3.48916 -0.40975 6.50528  C92 1.090
103 H 4.54913 -1.88335 7.92786  C93 1.090
104 H 5.25823 -2.19554 6.28238  C93 1.090
105 H 6.13210 -1.30967 7.56390  C93 1.090
106 H 5.04678 1.58833 3.84466  C94 1.090
107 H 4.42043 2.19529 5.29125  C94 1.090
108 H 2.35513 0.50815 4.94394  C95 1.090
109 H 3.20538 0.04724 3.43977  C95 1.090
110 H 2.64923 1.67051 3.56197  C95 1.090
111 C 0.67033 4.30856 -1.88079  C112 1.531, H118 1.090, H119 1.090, H120 1.090
112 C 2.11833 4.80513 -1.89175  C111 1.531, N113 1.463, H121 1.090, H122 1.090
113 N 2.29325 6.25506 -1.80871  C112 1.463, C114 1.456, C116 1.486
114 C 1.65745 6.96162 -0.70607  N113 1.456, C115 1.543, H123 1.090, H124 1.090
115 C 2.07673 6.46428 0.69336  C114 1.543, H125 1.090, H126 1.090, H127 1.090
116 C 3.71970 6.66989 -1.77006  N113 1.486, C117 1.559, H128 1.090, H129 1.090
117 C 4.43488 6.57023 -3.15147  C116 1.559, H130 1.090, H131 1.090, H132 1.090
118 H 0.29053 4.31755 -0.85914  C111 1.090
119 H 0.51502 3.28760 -2.22954  C111 1.090
120 H 0.04828 4.94439 -2.51077  C111 1.090
121 H 2.74736 4.30600 -1.15466  C112 1.090
122 H 2.51716 4.48036 -2.85277  C112 1.090
123 H 1.76098 8.04136 -0.81343  C114 1.090
124 H 0.58112 6.79438 -0.74681  C114 1.090
125 H 3.01344 6.88706 1.05657  C115 1.090
126 H 1.32524 6.77053 1.42107  C115 1.090
127 H 2.08113 5.38140 0.81768  C115 1.090
128 H 4.24427 6.12584 -0.98461  C116 1.090
129 H 3.79061 7.71098 -1.45509  C116 1.090
130 H 5.50802 6.68069 -2.99565  C117 1.090
131 H 4.11216 7.33006 -3.86323  C117 1.090
132 H 4.23030 5.58519 -3.57090  C117 1.090
133 C -5.71724 -5.51818 -5.32246  C134 1.535, H140 1.090, H141 1.090, H142 1.090
134 C -5.66228 -3.99058 -5.17847  C133 1.535, N135 1.455, H143 1.090, H144 1.090
135 N -4.72658 -3.50908 -4.17403  C134 1.455, C136 1.490, C138 1.521
136 C -5.20840 -3.93225 -2.82880  N135 1.490, C137 1.558, H145 1.090, H146 1.090
137 C -4.27910 -3.36872 -1.71194  C136 1.558, H147 1.090, H148 1.090, H149 1.090
138 C -4.58721 -1.99575 -4.22287  N135 1.521, C139 1.518, H150 1.090, H151 1.090
139 C -3.90808 -1.45468 -5.46820  C138 1.518, H152 1.090, H153 1.090, H154 1.090
140 H -6.23067 -5.91077 -6.20016  C133 1.090
141 H -6.16663 -6.12065 -4.53305  C133 1.090
142 H -4.73929 -5.97187 -5.48334  C133 1.090
143 H -5.39521 -3.55353 -6.14064  C134 1.090
144 H -6.68284 -3.62618 -5.06119  C134 1.090
145 H -6.23104 -3.58050 -2.69253  C136 1.090
146 H -5.20694 -5.01223 -2.68133  C136 1.090
147 H -4.46149 -3.88929 -0.77181  C137 1.090
148 H -3.23383 -3.49277 -1.99502  C137 1.090
149 H -4.52953 -2.32027 -1.55029  C137 1.090
150 H -3.95579 -1.67860 -3.39292  C138 1.090
151 H -5.54646 -1.50045 -4.07247  C138 1.090
152 H -3.61585 -0.41574 -5.31558  C139 1.090
153 H -4.53396 -1.55858 -6.35452  C139 1.090
154 H -2.94726 -1.94126 -5.63604  C139 1.090
155 C -2.34941 4.69111 0.35884  C156 1.570, H162 1.090, H163 1.090, H164 1.090
156 C -1.47270 5.00143 1.62384  C155 1.570, N157 1.486, H165 1.090, H166 1.090
157 N -2.08312 4.53633 2.89658  C156 1.486, C158 1.454, C160 1.471
158 C -3.42479 5.02428 3.17153  N157 1.454, C159 1.534, H167 1.090, H168 1.090
159 C -3.50747 6.55545 3.22450  C158 1.534, H169 1.090, H170 1.090, H171 1.090
160 C -1.22393 4.78839 4.06354  N157 1.471, C161 1.545, H172 1.090, H173 1.090
161 C -0.08914 3.74973 4.20544  C160 1.545, H174 1.090, H175 1.090, H176 1.090
162 H -3.34522 5.11959 0.47229  C155 1.090
163 H -2.32399 3.60599 0.25898  C155 1.090
164 H -1.89885 4.98485 -0.58921  C155 1.090
165 H -0.47132 4.57240 1.58818  C156 1.090
166 H -1.28146 6.07447 1.63369  C156 1.090
167 H -3.70976 4.67307 4.16327  C158 1.090
168 H -4.20474 4.64148 2.51333  C158 1.090
169 H -2.90993 7.16497 3.90238  C159 1.090
170 H -4.49719 6.93607 3.47687  C159 1.090
171 H -3.47978 6.98877 2.22471  C159 1.090
172 H -0.81084 5.79653 4.03010  C160 1.090
173 H -1.79342 4.77411 4.99283  C160 1.090
174 H 0.31163 3.81542 5.21696  C161 1.090
175 H -0.54961 2.76308 4.15472  C161 1.090
176 H 0.68098 3.83362 3.43865  C161 1.090
177 C -1.38762 -6.69746 3.88186  C178 1.539, H184 1.090, H185 1.090, H186 1.090
178 C -1.14384 -7.03493 2.40023  C177 1.539, N179 1.508, H187 1.090, H188 1.090
179 N -0.74487 -5.87920 1.51685  C178 1.508, C180 1.446, C182 1.426
180 C -1.09142 -6.01282 0.11920  N179 1.446, C181 1.520, H189 1.090, H190 1.090
181 C -2.59677 -6.12682 -0.05854  C180 1.520, H191 1.090, H192 1.090, H193 1.090
182 C 0.57458 -5.39334 1.75322  N179 1.426, C183 1.552, H194 1.090, H195 1.090
183 C 1.67255 -6.32550 1.17407  C182 1.552, H196 1.090, H197 1.090, H198 1.090
184 H -1.14231 -7.57999 4.47268  C177 1.090
185 H -2.42188 -6.40101 4.05651  C177 1.090
186 H -0.69543 -5.93985 4.24929  C177 1.090
187 H -0.36032 -7.79204 2.36903  C178 1.090
188 H -2.11548 -7.45608 2.14207  C178 1.090
189 H -0.81829 -5.06610 -0.34687  C180 1.090
190 H -0.57099 -6.87807 -0.29139  C180 1.090
191 H -2.81370 -5.92744 -1.10796  C181 1.090
192 H -2.96393 -7.10147 0.26295  C181 1.090
193 H -3.13291 -5.41796 0.57248  C181 1.090
194 H 0.66131 -5.23013 2.82744  C182 1.090
195 H 0.65314 -4.37898 1.36206  C182 1.090
196 H 1.47753 -7.34213 1.51545  C183 1.090
197 H 2.67701 -5.98431 1.42456  C183 1.090
198 H 1.54798 -6.34316 0.09135  C183 1.090
199 C 0.75626 1.11304 1.46799  C200 1.527, H204 1.090, H205 1.090, H206 1.090
200 C 0.40137 0.41569 0.15629  C199 1.527, O201 1.206, N202 1.323
201 O 0.81694 0.83130 -0.89694  C200 1.206
202 N -0.40061 -0.62795 0.28703  C200 1.323, C203 1.440, H207 1.010
203 C -0.91665 -1.38818 -0.82110  N202 1.440, H208 1.090, H209 1.090, H210 1.090
204 H 0.03791 1.91927 1.61654  C199 1.090
205 H 1.77573 1.46973 1.32119  C199 1.090
206 H 0.79318 0.40960 2.29980  C199 1.090
207 H -0.79332 -0.78429 1.20433  N202 1.010
208 H -0.73057 -2.45961 -0.74679  C203 1.090
209 H -0.55318 -1.05240 -1.79230  C203 1.090
210 H -1.99352 -1.22108 -0.79854  C203 1.090

Energy above the lowest of the compared OMol25 structures with the same formula, charge and spin = 0.0 kcal per mole
Lowest unoccupied orbital energy = 0.66 eV
E_tot = -78356.957 eV
E_HOMO = -0.2902 Ha
Charge = 0
SMILES = CCN(CC)CC.CCN(CC)CC.CCN(CC)CC.CCN(CC)CC.CCN(CC)CC.CCN(CC)CC.CCN(CC)CC.CCN(CC)CC.CCN(CC)CC.CNC(C)=O

Here are the Löwdin charges for atoms 1 to 2, given in e: atom 1 (C): -0.080, atom 2 (C): -0.261